(1)
DFT (the ωB97M-V functional and the def2-TZVPD basis) results for a structure of composition C29H41Cl3N7O4PdS2Se at a distorted geometry.

- Net charge: -1
- ΔE to the lowest compared entry with this formula, charge and spin: 244.7 kJ/mol
- Gap between HOMO and LUMO: 4.95 eV
- Highest occupied orbital energy: -3.14 eV
- Multiplicity: 1

Geometry (Å):
Pd 1.74229 0.14285 -2.12646
N 2.39837 2.48793 -2.88925
C 1.94195 3.13713 -1.66681
C 2.02448 4.69074 -1.57642
C 3.03501 5.16949 -0.53500
C 2.51599 5.06039 0.89353
N 2.08376 3.69378 1.16433
C 2.96903 2.83166 1.52942
N 4.30731 3.08991 1.68035
N 2.59133 1.52603 1.78620
C 0.50383 2.69414 -1.39275
O 0.02052 3.02716 -0.18617
O -0.18399 2.12970 -2.20939
H 3.39147 2.62405 -3.02476
H 1.88467 2.82886 -3.69005
H 2.56621 2.71818 -0.87915
H 1.03528 5.10785 -1.35865
H 2.31429 5.07158 -2.55508
H 3.33141 6.20452 -0.73617
H 3.93788 4.55455 -0.63094
H 1.65373 5.71844 1.02013
H 3.28488 5.40317 1.59691
H 0.72413 3.43913 0.37875
H 4.66609 3.75628 1.01228
H 4.89692 2.27087 1.66584
H 1.65095 1.33683 1.47665
H 3.24296 0.82199 1.47281
Se 6.20066 2.04217 -0.10574
C 4.89056 0.92946 -0.72844
N 4.07737 0.19415 -1.13176
C 2.60896 -0.21784 -5.23511
C 1.56753 -1.28113 -5.57673
C 1.58703 -2.45882 -4.60119
S 1.19113 -2.08150 -2.86429
O 1.16381 -3.45401 -2.22034
C -0.57394 -1.66139 -3.19756
C -1.46812 -2.10037 -2.03601
C -1.93517 -3.55423 -2.13699
H 2.56999 0.62440 -5.93527
H 3.62052 -0.63752 -5.25354
H 2.41149 0.14127 -4.20734
H 1.73922 -1.67052 -6.58359
H 0.56882 -0.83373 -5.58693
H 2.58550 -2.90233 -4.55086
H 0.87224 -3.24496 -4.86344
H -0.89711 -2.13599 -4.13595
H -0.58112 -0.57826 -3.30810
H -2.32786 -1.42697 -2.00591
H -0.93004 -1.95358 -1.09671
H -2.50051 -3.71804 -3.06158
H -2.58381 -3.82902 -1.29512
H -1.07322 -4.22302 -2.13536
Cl -5.59012 0.39963 -1.52406
C -4.63076 0.00757 -0.12698
C -4.22401 -1.29534 0.08144
C -3.43736 -1.57488 1.18664
C -3.05305 -0.59418 2.09582
C -2.21381 -1.02393 3.27512
C -0.84285 -0.36882 3.42324
N -0.00558 -0.57288 2.25341
C 0.97605 -1.53964 2.10026
C 1.49580 -1.35275 0.85286
N 0.85550 -0.30068 0.23033
C -0.02898 0.13971 1.08974
O -2.95555 -0.82305 4.47835
C -2.81779 -1.89073 5.40974
C -3.39032 -3.16587 4.86173
C -2.68304 -4.27994 4.54987
Cl -0.99067 -4.51591 4.73645
S -3.64692 -5.51225 3.85789
C -5.04743 -4.53455 3.96868
C -4.77336 -3.32704 4.51383
C -3.50973 0.70035 1.86206
Cl -3.15412 2.01599 2.95099
C -4.27772 1.01299 0.75397
H -4.49353 -2.07071 -0.62288
H -3.08949 -2.59211 1.34202
H -2.02493 -2.08992 3.12960
H -0.33879 -0.82921 4.27210
H -0.94946 0.68878 3.63976
H 1.19992 -2.24802 2.88536
H 2.28350 -1.89384 0.35028
H -0.70982 0.96712 0.91211
H -3.37184 -1.57840 6.29263
H -1.77574 -2.03865 5.70166
H -5.99630 -4.91335 3.61360
H -5.51271 -2.54418 4.65544
H -4.58971 2.03325 0.58066

Partial charges, Mulliken, in e: atom 1 (Pd): -0.32, atom 2 (N): -0.15, atom 3 (C): 1.00, atom 4 (C): -1.18, atom 5 (C): -0.38, atom 6 (C): -1.19, atom 7 (N): -0.43, atom 8 (C): 0.43, atom 9 (N): -0.63, atom 10 (N): -0.45, atom 11 (C): 0.02, atom 12 (O): -0.58, atom 13 (O): -0.61, atom 14 (H): 0.23, atom 15 (H): 0.25, atom 16 (H): -0.24, atom 17 (H): 0.34, atom 18 (H): 0.43, atom 19 (H): 0.45, atom 20 (H): 0.10, atom 21 (H): 0.43, atom 22 (H): 0.45, atom 23 (H): 0.51, atom 24 (H): 0.29, atom 25 (H): 0.25, atom 26 (H): 0.36, atom 27 (H): 0.36, atom 28 (Se): -0.50, atom 29 (C): 0.01, atom 30 (N): -0.42, atom 31 (C): -0.04, atom 32 (C): -0.43, atom 33 (C): -0.85, atom 34 (S): 0.60, atom 35 (O): -0.84, atom 36 (C): -0.87, atom 37 (C): 0.78, atom 38 (C): -1.58, atom 39 (H): 0.36, atom 40 (H): 0.34, atom 41 (H): -0.44, atom 42 (H): 0.38, atom 43 (H): 0.23, atom 44 (H): 0.45, atom 45 (H): 0.36, atom 46 (H): 0.53, atom 47 (H): 0.37, atom 48 (H): 0.21, atom 49 (H): -0.55, atom 50 (H): 0.34, atom 51 (H): 0.39, atom 52 (H): 0.35, atom 53 (Cl): -0.25, atom 54 (C): 0.51, atom 55 (C): -1.11, atom 56 (C): 0.08, atom 57 (C): -0.47, atom 58 (C): 0.47, atom 59 (C): -1.56, atom 60 (N): 0.93, atom 61 (C): -0.75, atom 62 (C): -1.19, atom 63 (N): 1.93, atom 64 (C): -1.78, atom 65 (O): -0.43, atom 66 (C): -0.71, atom 67 (C): 0.15, atom 68 (C): 0.64, atom 69 (Cl): -0.19, atom 70 (S): -0.19, atom 71 (C): -0.35, atom 72 (C): -0.72, atom 73 (C): 1.27, atom 74 (Cl): -0.22, atom 75 (C): -0.79, atom 76 (H): 0.35, atom 77 (H): 0.39, atom 78 (H): 0.14, atom 79 (H): 0.43, atom 80 (H): 0.26, atom 81 (H): 0.44, atom 82 (H): 0.43, atom 83 (H): 0.37, atom 84 (H): 0.40, atom 85 (H): 0.33, atom 86 (H): 0.43, atom 87 (H): 0.41, atom 88 (H): 0.44

(2)
DFT (the ωB97M-V functional and the def2-TZVPD basis) results for the molecule C12H21N3O2S.

- ΔE to the lowest compared entry with this formula, charge and spin: 102.8 kJ/mol
- Gap between HOMO and LUMO: 8.83 eV
- Highest occupied orbital energy: -8.05 eV
- Multiplicity: 1

Geometry (Å):
C -0.99548 -1.96745 -3.32058
C -1.58408 -1.62513 -2.19012
C -1.24867 -0.38972 -1.41461
N -1.11396 -0.65216 -0.00382
C -0.24270 -1.48778 0.63691
C 0.74037 -2.38089 -0.02255
C 1.95070 -1.65084 -0.62029
C 2.70723 -0.74618 0.37148
O 2.87733 -1.32644 1.63735
C 2.06103 0.65279 0.50013
O 1.69536 1.14785 -0.77041
C 2.00542 2.50591 -1.00850
C 1.16428 3.49726 -0.20058
C -0.31595 3.41034 -0.54665
N -0.39356 -1.42311 1.92509
N -1.38548 -0.52086 2.13358
C -1.86578 -0.02580 0.96596
S -3.06576 1.07037 0.74957
H -1.28444 -2.84700 -3.86904
H -0.20721 -1.37171 -3.75064
H -2.37920 -2.22797 -1.77064
H -0.33219 0.07909 -1.78488
H -2.07324 0.33243 -1.49712
H 0.23970 -2.92738 -0.82478
H 1.08221 -3.09626 0.72770
H 2.63734 -2.41520 -0.98598
H 1.65006 -1.03083 -1.46302
H 3.72244 -0.60789 -0.01847
H 2.00840 -1.45516 2.04223
H 2.78489 1.31656 0.98601
H 1.17801 0.59704 1.15163
H 1.81763 2.64656 -2.07653
H 3.07367 2.68145 -0.81295
H 1.30445 3.30721 0.86582
H 1.53760 4.50103 -0.41262
H -0.47472 3.61684 -1.60262
H -0.70145 2.41837 -0.33003
H -0.88722 4.12849 0.03565
H -1.71450 -0.30672 3.05946

Partial charges, Mulliken, in e: atom 1 (C): -0.72, atom 2 (C): -0.47, atom 3 (C): -0.33, atom 4 (N): 0.40, atom 5 (C): 0.35, atom 6 (C): -1.08, atom 7 (C): -0.62, atom 8 (C): -0.16, atom 9 (O): -0.65, atom 10 (C): -0.52, atom 11 (O): -0.28, atom 12 (C): -0.76, atom 13 (C): -0.35, atom 14 (C): -0.71, atom 15 (N): -0.68, atom 16 (N): 0.08, atom 17 (C): 0.17, atom 18 (S): -0.42, atom 19 (H): 0.29, atom 20 (H): 0.26, atom 21 (H): 0.36, atom 22 (H): -0.06, atom 23 (H): 0.56, atom 24 (H): 0.48, atom 25 (H): 0.41, atom 26 (H): 0.47, atom 27 (H): 0.33, atom 28 (H): 0.52, atom 29 (H): 0.43, atom 30 (H): 0.47, atom 31 (H): 0.13, atom 32 (H): 0.41, atom 33 (H): 0.36, atom 34 (H): 0.26, atom 35 (H): 0.38, atom 36 (H): 0.30, atom 37 (H): -0.14, atom 38 (H): 0.38, atom 39 (H): 0.15

(3)
DFT (the ωB97M-V functional and the def2-TZVPD basis) results for a structure of composition C44H45FN9O12S2Ti at a distorted geometry.

- ΔE to the lowest compared entry with this formula, charge and spin: 227.9 kJ/mol
- Gap between HOMO and LUMO (spin up / spin down): 3.58 / 4.11 eV
- Highest occupied orbital energy (spin up / spin down): -5.50 / -6.03 eV
- Multiplicity: 2

Geometry (Å):
Ti -0.40359 -0.36078 -0.24996
C -2.71592 -2.87983 -0.45657
C -1.84423 -2.87559 0.60681
C -1.76841 -1.52766 1.14195
C -2.74592 -0.75264 0.41613
C -3.25811 -1.56630 -0.59296
C -4.20156 -1.11082 -1.65694
C -3.46090 0.48157 0.90256
C -1.56276 -1.35566 2.63185
C -1.17365 -4.04694 1.25918
C -3.08110 -4.02782 -1.34592
H -3.83396 -0.18013 -2.09580
H -5.20089 -0.92283 -1.25283
H -4.28436 -1.85064 -2.45218
H -2.81070 1.24092 1.32510
H -4.17568 0.18422 1.67888
H -4.02666 0.93921 0.09108
H -2.41325 -1.79468 3.16792
H -1.50701 -0.30461 2.91969
H -0.65603 -1.85764 2.97233
H -0.12860 -3.83187 1.48862
H -1.21967 -4.93569 0.62863
H -1.67393 -4.28186 2.20522
H -2.74590 -3.84580 -2.37056
H -4.16508 -4.16171 -1.36758
H -2.64139 -4.96255 -0.99624
F 5.53052 -2.56744 2.95006
C 4.82566 -1.45730 3.26674
C 3.58548 -1.27533 2.72044
C 2.83210 -0.14718 3.03211
C 1.56037 0.08962 2.33934
O 1.10526 -0.72920 1.54876
C 0.93744 1.34419 2.67122
C 1.42721 2.12924 3.65247
N 2.58365 1.87685 4.32709
C 3.00124 2.69397 5.43403
C 2.60275 4.12848 5.53688
C 4.02853 3.77826 5.23486
C 3.33673 0.76810 3.97363
C 4.61349 0.56974 4.50332
C 5.38645 -0.52407 4.13103
N 6.72654 -0.59715 4.58922
C 7.02411 -0.56717 6.00804
C 8.22534 0.39351 6.20529
N 8.87170 0.54761 4.86575
C 9.10886 -0.79132 4.24320
C 7.72017 -1.35880 3.85230
C -0.30107 1.80386 1.95068
O -0.94452 2.73508 2.40764
O -0.53553 1.19023 0.85247
H 3.17556 -2.00704 2.03609
H 0.88106 3.02225 3.91940
H 3.05286 2.13470 6.36230
H 2.35598 4.48786 6.52522
H 2.01386 4.57236 4.74754
H 4.78013 3.93490 5.99859
H 4.37673 3.94079 4.22309
H 5.03495 1.30039 5.17955
H 7.28122 -1.56803 6.37590
H 6.16259 -0.21647 6.56751
H 8.95635 -0.00594 6.90481
H 7.90786 1.37871 6.54180
H 9.71381 1.11583 4.91124
H 8.16409 0.99933 4.27390
H 9.61424 -1.41453 4.97823
H 9.75742 -0.67828 3.37828
H 7.69266 -2.43076 4.06852
H 7.54101 -1.22872 2.78676
C 1.91794 -5.72045 -1.87223
N 1.88874 -4.41859 -1.23944
C 2.96460 -3.70077 -0.77726
C 2.45455 -2.53016 -0.29580
N 1.09353 -2.52024 -0.45803
C 0.79123 -3.66255 -1.02888
H 2.93652 -6.09848 -1.86114
H 1.57683 -5.65108 -2.90470
H 1.27543 -6.41855 -1.33612
H 3.97230 -4.07719 -0.82300
H 2.98024 -1.67276 0.08949
H -0.19934 -3.94267 -1.35291
O 0.19703 3.35518 -5.74089
S -1.13195 2.97832 -5.35206
O -1.94878 2.30558 -6.31980
N -1.09714 2.13842 -3.92543
C -1.66338 2.82742 -2.98654
S -1.82398 2.26845 -1.37874
C -2.21737 4.15073 -3.35489
C -2.90349 5.06393 -2.56675
C -3.36608 6.22651 -3.16637
C -3.14773 6.46968 -4.51867
C -2.46093 5.55235 -5.30659
C -2.00779 4.40394 -4.69773
H -3.06889 4.85203 -1.51773
H -3.90873 6.95568 -2.57863
H -3.52182 7.38229 -4.96432
H -2.28337 5.72500 -6.35991
O 3.91659 -1.11662 -6.31094
N 2.83029 -1.44596 -5.85765
O 2.02667 -2.13553 -6.46448
C 2.46056 -0.97174 -4.53702
C 1.18003 -1.24073 -4.04628
C 0.86194 -0.81701 -2.77123
C 1.78775 -0.07400 -1.95592
O 1.39103 0.33190 -0.80982
C 3.10861 0.06228 -2.47011
C 3.41747 -0.34752 -3.76808
N 4.18370 0.52450 -1.64118
O 5.25642 0.79247 -2.17149
O 4.01382 0.62909 -0.42950
N -0.25482 -1.16612 -2.06718
O -1.11273 -1.94672 -2.57682
O -1.29468 0.80188 -1.47241
H 0.45394 -1.77973 -4.63469
H 4.41568 -0.20504 -4.14858

Atomic partial charges in e from the Mulliken method, atoms 1 to 99: atom 1 (Ti): -1.12, atom 2 (C): 0.21, atom 3 (C): 0.14, atom 4 (C): 2.18, atom 5 (C): 0.95, atom 6 (C): 1.07, atom 7 (C): -1.99, atom 8 (C): -1.91, atom 9 (C): -2.10, atom 10 (C): -1.42, atom 11 (C): -1.83, atom 12 (H): 0.15, atom 13 (H): 0.34, atom 14 (H): 0.48, atom 15 (H): 0.17, atom 16 (H): 0.32, atom 17 (H): 0.50, atom 18 (H): 0.40, atom 19 (H): 0.34, atom 20 (H): 0.31, atom 21 (H): 0.19, atom 22 (H): 0.36, atom 23 (H): 0.39, atom 24 (H): 0.29, atom 25 (H): 0.47, atom 26 (H): 0.37, atom 27 (F): -0.39, atom 28 (C): -0.07, atom 29 (C): -0.92, atom 30 (C): 0.50, atom 31 (C): 0.39, atom 32 (O): 0.46, atom 33 (C): 0.18, atom 34 (C): -0.49, atom 35 (N): 0.49, atom 36 (C): -0.44, atom 37 (C): -1.06, atom 38 (C): -0.41, atom 39 (C): -0.19, atom 40 (C): -0.05, atom 41 (C): -1.20, atom 42 (N): 0.30, atom 43 (C): -0.71, atom 44 (C): -0.75, atom 45 (N): -0.12, atom 46 (C): -0.63, atom 47 (C): -0.75, atom 48 (C): -0.27, atom 49 (O): -0.78, atom 50 (O): 0.17, atom 51 (H): 0.72, atom 52 (H): 0.67, atom 53 (H): 0.56, atom 54 (H): 0.27, atom 55 (H): 0.33, atom 56 (H): 0.29, atom 57 (H): 0.23, atom 58 (H): 0.79, atom 59 (H): 0.33, atom 60 (H): 0.49, atom 61 (H): 0.37, atom 62 (H): 0.42, atom 63 (H): 0.31, atom 64 (H): 0.37, atom 65 (H): 0.33, atom 66 (H): 0.36, atom 67 (H): 0.44, atom 68 (H): 0.50, atom 69 (C): -0.95, atom 70 (N): 0.39, atom 71 (C): -1.60, atom 72 (C): -1.24, atom 73 (N): 1.67, atom 74 (C): -1.39, atom 75 (H): 0.33, atom 76 (H): 0.33, atom 77 (H): 0.33, atom 78 (H): 0.45, atom 79 (H): 1.13, atom 80 (H): 0.65, atom 81 (O): -0.68, atom 82 (S): 1.12, atom 83 (O): -0.68, atom 84 (N): -0.19, atom 85 (C): 1.03, atom 86 (S): 0.27, atom 87 (C): 0.20, atom 88 (C): -0.54, atom 89 (C): -0.73, atom 90 (C): -0.45, atom 91 (C): -0.58, atom 92 (C): -0.07, atom 93 (H): 0.52, atom 94 (H): 0.39, atom 95 (H): 0.38, atom 96 (H): 0.44, atom 97 (O): -0.66, atom 98 (N): 1.07, atom 99 (O): -0.65

The highest ΔE to the lowest compared entry with this formula, charge and spin belongs to which entry?
C29H41Cl3N7O4PdS2Se